No. 1
Below is C24H24N4O3 in the gas phase, with properties calculated with ωB97M-V/def2-TZVPD.

The geometry in XYZ format:
```
55
Properties=species:S:1:pos:R:3:forces:R:3:nbo_charge:R:1
C -1.32353 -3.49746 -0.21247 0.2 -0.2 -0.1 -0.25
O -2.09672 -2.34943 0.03906 -0.3 0.2 0.1 -0.49
C -3.44411 -2.42938 -0.04465 -0.1 0.1 0.0 0.42
C -4.15508 -3.55260 -0.45680 0.4 0.0 0.0 -0.32
C -5.53545 -3.50749 -0.55239 -0.1 0.1 0.0 -0.17
C -6.22977 -2.35011 -0.24967 -0.1 -0.1 -0.1 -0.25
C -5.53242 -1.22727 0.16196 0.2 0.0 0.0 -0.17
C -4.15088 -1.25706 0.27481 0.1 -0.2 0.1 -0.22
C -3.39240 -0.07661 0.78015 0.0 0.1 0.0 0.67
O -2.61662 -0.09977 1.70531 0.0 -0.1 0.1 -0.58
N -3.66941 1.07249 0.07853 -0.5 0.3 -0.8 -0.46
N -2.97074 2.17865 0.40204 0.2 0.3 0.5 -0.27
C -2.86427 3.22836 -0.30209 -0.5 -0.2 -0.2 0.28
C -3.50412 3.52614 -1.62532 0.0 -0.3 0.1 -0.68
C -1.91470 4.25215 0.24298 0.4 0.0 0.0 -0.54
C -0.46217 3.73746 0.11674 -0.6 0.3 0.1 0.69
O 0.37379 4.35755 -0.50433 0.3 0.1 -0.2 -0.62
N -0.28483 2.57256 0.77024 -0.2 -0.3 0.3 -0.62
C 0.84721 1.75012 0.81027 0.4 -0.1 -0.1 0.12
C 0.68875 0.46131 1.31816 0.0 0.2 0.0 -0.23
C 1.76658 -0.39429 1.38218 0.2 0.1 -0.1 -0.20
C 3.02986 0.00797 0.94126 -0.3 0.3 0.0 0.14
N 4.08861 -0.88214 1.05365 0.0 -0.5 0.5 -0.59
C 5.26007 -0.93430 0.32491 0.3 -0.1 -0.2 0.17
C 6.35240 -1.62239 0.86031 -0.1 0.1 0.0 -0.26
C 7.53578 -1.72165 0.15737 0.0 0.0 0.0 -0.19
C 7.65651 -1.14320 -1.09552 0.1 0.0 -0.1 -0.26
C 6.56958 -0.48358 -1.64490 0.1 0.0 0.0 -0.20
C 5.37914 -0.38217 -0.95192 -0.1 0.0 0.1 -0.23
C 3.18497 1.30914 0.46486 0.0 -0.3 0.1 -0.25
C 2.10642 2.16886 0.39381 -0.2 0.1 0.0 -0.21
H -1.44324 -3.84581 -1.24380 0.0 0.0 0.1 0.18
H -1.57183 -4.30869 0.47878 0.0 0.0 0.0 0.18
H -0.29116 -3.18996 -0.05470 -0.1 -0.1 0.0 0.21
H -3.63971 -4.46735 -0.70295 0.1 -0.1 0.0 0.22
H -6.07036 -4.39031 -0.86934 0.0 -0.1 0.0 0.22
H -7.30545 -2.32270 -0.32697 -0.1 0.0 0.0 0.22
H -6.06462 -0.32447 0.42560 0.0 0.1 0.0 0.22
H -4.24016 1.02466 -0.76314 0.2 0.0 0.2 0.38
H -4.04799 2.67501 -2.03078 0.0 0.0 -0.1 0.21
H -2.73164 3.81858 -2.33471 0.0 0.0 -0.1 0.24
H -4.19559 4.36172 -1.51943 0.0 0.1 0.0 0.24
H -2.10662 4.42233 1.30277 -0.1 0.0 0.0 0.25
H -1.99003 5.19295 -0.29952 0.1 -0.1 0.1 0.24
H -1.12907 2.14562 1.15032 0.1 0.2 -0.1 0.44
H -0.28484 0.13326 1.65259 -0.1 0.0 0.0 0.24
H 1.63684 -1.39067 1.78165 0.0 -0.1 0.0 0.20
H 3.99088 -1.58372 1.77268 0.0 0.1 -0.1 0.39
H 6.26193 -2.07791 1.83723 0.0 0.0 0.1 0.20
H 8.37072 -2.25273 0.59122 0.1 0.0 0.0 0.21
H 8.58433 -1.21572 -1.64226 0.1 0.0 0.0 0.21
H 6.64511 -0.04968 -2.63153 0.0 0.0 -0.1 0.21
H 4.52960 0.10183 -1.40752 0.0 0.1 0.0 0.22
H 4.16243 1.66136 0.17520 0.1 0.0 0.0 0.22
H 2.23807 3.17057 0.02007 0.0 0.0 0.0 0.25
```
Positions in Å, forces in eV/Å.

Properties
SMILES = COc1ccccc1C(=O)N/N=C(\C)CC(=O)Nc1ccc(Nc2ccccc2)cc1
E_tot = -1373.70325 hartree
total charge = 0

---

No. 2
Below is C24H24NNbO19P as an isolated structure at a distorted geometry, with properties calculated with ωB97M-V/def2-TZVPD.

The geometry in XYZ format:
```
70
Properties=species:S:1:pos:R:3:forces:R:3:nbo_charge:R:1
N -6.32923 -0.39913 2.63654 0.1 0.4 -0.2 -1.40
P -5.58882 -1.48810 1.77248 -0.1 0.0 0.4 1.66
O -6.05837 -1.49356 0.19540 0.1 0.3 -0.1 -1.00
O -6.17431 -2.99931 2.05332 0.0 -0.2 0.0 -1.01
Nb -3.05128 -1.07687 2.19870 0.7 1.2 0.0 1.39
O -1.20269 -1.19965 2.30430 0.5 -1.0 -0.4 -0.96
H -6.99116 0.16947 2.11852 -0.3 -0.2 0.1 0.35
H -5.72851 -0.67377 -0.20067 0.0 -0.2 0.0 0.49
H -6.15241 -3.14509 3.00938 0.0 0.1 -0.2 0.49
H -3.28173 0.71304 1.70258 -0.3 -0.1 0.3 -0.45
H -3.56695 -0.57257 3.89904 -0.3 -0.4 -0.4 -0.33
H -3.24278 -2.75035 2.98076 -0.3 0.3 0.0 -0.36
H -3.08659 -1.86972 0.50173 -0.3 -0.2 0.4 -0.39
H -0.81337 -2.04355 2.00110 0.4 0.3 0.1 0.52
C -1.77897 -5.25694 1.57100 0.0 0.0 0.0 -0.40
C -2.00217 -6.57457 1.71048 0.2 -0.2 0.1 0.34
C -0.87913 -7.58921 1.92335 -0.3 0.0 0.0 0.48
O -1.23332 -8.75218 2.04359 0.1 0.1 0.0 -0.56
C 0.48618 -7.13764 1.96926 0.2 0.1 0.0 -0.41
C 0.71442 -5.82181 1.82905 -0.3 0.1 -0.1 0.35
C -0.41576 -4.81231 1.62486 -0.1 -0.1 0.0 0.49
O -0.04940 -3.65103 1.51618 0.2 0.0 0.0 -0.59
O 1.90172 -5.24999 1.84875 0.2 -0.1 0.0 -0.63
O -3.19196 -7.14417 1.68494 -0.1 0.1 0.0 -0.61
H -2.55956 -4.51697 1.43846 0.0 0.0 0.0 0.29
H 1.27439 -7.86215 2.11553 0.0 0.0 0.0 0.24
H 1.72954 -4.29004 1.73296 0.0 0.0 0.0 0.51
H -3.03213 -8.10003 1.82146 0.0 0.0 0.0 0.50
C -3.65023 4.86016 2.33138 -0.2 0.1 0.1 -0.42
C -4.50367 3.83116 2.14791 0.2 -0.3 -0.2 0.37
C -4.53518 3.01910 0.85139 -0.1 -0.1 0.5 0.49
O -5.37728 2.14863 0.82817 -0.2 0.0 -0.5 -0.52
C -3.58669 3.32130 -0.19090 0.1 0.1 -0.2 -0.38
C -2.73464 4.33719 0.00406 -0.1 0.1 0.3 0.32
C -2.71992 5.16322 1.28758 0.1 -0.1 -0.2 0.48
O -1.85500 6.03256 1.34130 0.0 0.0 0.1 -0.61
O -1.81435 4.70485 -0.87543 0.0 -0.1 -0.4 -0.65
O -5.36680 3.40499 3.03439 0.0 0.1 0.1 -0.62
H -3.61325 5.43552 3.24546 0.0 0.0 0.0 0.24
H -3.59282 2.72069 -1.08914 0.0 0.0 0.0 0.24
H -1.31803 5.46706 -0.51630 0.0 -0.1 0.2 0.52
H -5.76479 2.57756 2.67348 0.1 -0.1 0.0 0.53
C 2.31548 2.72701 1.36672 -0.1 0.0 0.1 -0.44
C 1.48520 3.77058 1.17787 0.1 0.1 -0.2 0.42
C 1.67058 4.77341 0.03593 -0.3 -0.2 0.4 0.47
O 0.81576 5.64093 -0.00683 0.2 0.3 -0.4 -0.57
C 2.77952 4.62945 -0.86389 0.2 0.0 -0.1 -0.41
C 3.60538 3.58682 -0.67167 -0.1 -0.2 0.2 0.35
C 3.41417 2.56966 0.46085 0.2 0.1 -0.3 0.47
O 4.25533 1.68464 0.49559 -0.1 0.0 0.1 -0.56
O 4.65608 3.30934 -1.41590 0.1 0.1 -0.2 -0.64
O 0.44868 4.04774 1.93510 0.0 -0.1 0.1 -0.64
H 2.18329 2.01220 2.16636 0.0 0.0 0.0 0.25
H 2.90594 5.34565 -1.66323 0.0 0.0 0.0 0.24
H 5.01382 2.46277 -1.06343 -0.1 0.0 0.0 0.52
H 0.02730 4.86019 1.57461 0.0 0.0 0.0 0.52
C 7.20021 0.49084 -5.71765 0.1 0.1 0.1 -0.41
C 6.67904 0.98736 -4.58230 -0.3 -0.2 0.0 0.35
C 5.53817 0.29969 -3.82860 0.2 0.2 0.0 0.48
O 5.19035 0.84791 -2.79663 0.0 -0.1 -0.1 -0.55
C 4.96463 -0.90357 -4.36532 0.0 -0.2 -0.1 -0.41
C 5.48283 -1.39512 -5.50342 0.2 0.2 -0.1 0.35
C 6.64474 -0.72636 -6.24031 -0.2 -0.2 0.0 0.48
O 7.01588 -1.29800 -7.25308 0.0 0.1 0.0 -0.56
O 5.06815 -2.48992 -6.10775 -0.2 -0.1 0.1 -0.62
O 7.07796 2.10019 -4.00293 0.2 0.1 -0.1 -0.62
H 8.00765 0.97017 -6.25245 0.0 0.0 0.0 0.24
H 4.14848 -1.37463 -3.83630 0.0 0.0 0.0 0.25
H 5.63779 -2.58976 -6.89909 0.0 0.0 0.0 0.51
H 6.50461 2.22500 -3.21865 0.0 0.0 0.0 0.51
```
Positions in Å, forces in eV/Å.

Properties
E_tot = -2811.55795 hartree
total charge = -1

---

- Which of these has the lowest E_tot?
  C24H24NNbO19P

---

- Look up the total charge of the first one.
  0

---

- Which formula does entry 2 have?
  C24H24NNbO19P

---

- The highest E_tot belongs to which entry?
  C24H24N4O3